DFT (ωB97M-V/def2-TZVPD) results for a molecular structure, C27H48OP2Pd in a non-equilibrium geometry.

XYZ file:
```
79
Properties=species:S:1:pos:R:3:forces:R:3:mulliken_charge:R:1
P 1.748 5.490 0.446 -0.4 0.6 0.3 0.76
P 4.138 3.479 -0.222 0.6 -0.3 -0.2 0.78
C 3.498 6.086 0.687 -0.1 0.0 0.1 -1.07
C 4.510 5.306 -0.163 0.0 -0.1 -0.1 -1.10
H 3.738 5.962 1.751 -0.1 0.0 -0.1 0.42
H 3.549 7.161 0.466 0.0 -0.2 0.1 0.47
H 4.484 5.674 -1.196 0.0 -0.1 0.1 0.42
H 5.532 5.456 0.211 -0.1 0.0 -0.2 0.47
C 5.286 2.894 1.115 -0.1 0.0 -0.1 -1.39
H 5.337 1.800 1.093 0.0 0.1 0.0 0.37
H 4.897 3.188 2.095 0.0 0.0 -0.1 0.34
H 6.298 3.300 0.996 -0.1 -0.1 0.0 0.40
C 5.173 3.034 -1.697 0.1 0.1 0.1 -1.41
H 6.198 3.414 -1.612 -0.1 -0.1 0.0 0.39
H 4.715 3.447 -2.602 0.0 -0.1 0.1 0.36
H 5.207 1.945 -1.805 0.0 0.1 0.0 0.39
C 0.985 6.254 1.955 0.1 0.1 -0.1 -1.38
H -0.103 6.140 1.912 0.1 0.0 0.0 0.39
H 1.226 7.320 2.045 0.0 -0.1 0.0 0.39
H 1.342 5.732 2.848 0.0 0.1 -0.1 0.35
C 1.179 6.727 -0.816 0.0 -0.1 0.1 -1.38
H 1.643 6.513 -1.784 0.0 0.0 0.1 0.35
H 1.422 7.756 -0.523 0.0 -0.2 0.0 0.38
H 0.094 6.642 -0.942 0.1 0.0 0.0 0.37
Pd -1.299 -0.526 -0.160 -0.5 0.8 -0.6 0.07
C 0.680 -0.140 -1.107 1.0 -0.1 0.7 -0.13
C 0.909 -0.337 0.251 0.3 0.3 -1.2 -0.10
C 1.174 0.769 1.259 -0.2 0.0 0.0 -0.38
C -0.106 1.258 1.981 0.0 -0.1 -0.1 -0.75
C -1.332 1.313 1.096 0.0 1.5 -0.2 -0.67
C -1.371 1.727 -0.231 0.2 0.1 1.3 -0.15
C -0.185 2.277 -1.006 0.1 -0.2 0.1 -0.05
C 0.575 1.194 -1.812 -0.1 0.0 0.1 -0.77
C -3.350 -0.783 0.051 -1.1 0.4 -0.2 -1.15
H 0.824 -0.995 -1.765 -0.1 0.0 0.1 0.35
H 1.187 -1.341 0.563 -0.2 0.0 -0.1 0.35
H 1.675 1.606 0.765 0.0 -0.1 0.0 -0.42
H 1.873 0.394 2.013 -0.1 0.0 -0.1 0.56
H -0.330 0.571 2.804 0.0 0.1 -0.1 0.41
H 0.078 2.242 2.438 0.0 -0.1 -0.1 0.31
H -2.281 1.249 1.626 0.1 -0.1 -0.1 0.53
H -2.351 1.928 -0.657 0.1 -0.2 0.0 0.50
H 0.497 2.790 -0.323 -0.1 0.0 -0.1 -0.58
H -0.547 3.037 -1.706 0.0 -0.1 0.1 0.56
H 0.046 1.022 -2.756 0.1 0.0 0.1 0.39
H 1.576 1.564 -2.079 -0.1 0.0 0.1 0.23
H -3.758 -1.398 -0.758 0.1 0.2 0.0 0.35
H -3.879 0.179 0.070 0.0 -0.1 0.0 0.33
H -3.542 -1.304 0.998 0.2 0.2 -0.1 0.10
C 1.461 -5.713 -0.381 -0.2 -0.3 0.2 -1.86
C 0.493 -4.516 -0.494 0.1 0.1 0.1 1.18
C 0.627 -3.928 -1.908 0.0 0.3 -0.4 -1.09
C -0.984 -4.842 -0.219 0.2 -0.8 0.2 0.88
C -1.371 -6.193 -0.187 1.0 0.8 -0.3 -0.28
C -2.668 -6.563 -0.005 -0.1 -0.5 0.0 -1.39
C -3.632 -5.614 0.154 0.0 1.4 0.0 -1.13
C -3.389 -4.213 0.158 0.0 0.0 -0.1 0.96
C -4.806 -3.531 0.379 -0.5 -0.9 0.1 0.70
C -5.787 -3.824 -0.782 -0.1 -0.3 -0.4 -1.42
C -5.434 -3.903 1.744 0.0 -0.3 0.4 -1.42
C -1.943 -3.774 -0.032 0.6 1.2 0.0 -0.01
O -1.273 -2.522 -0.069 -2.5 -5.5 0.7 -0.40
H 1.256 -6.479 -1.161 0.1 0.4 0.5 0.35
H 1.380 -6.176 0.626 0.1 0.1 -0.6 0.42
H 2.507 -5.372 -0.520 -0.6 -0.1 0.1 0.44
H 0.831 -3.787 0.273 -0.3 -0.1 -0.6 -0.05
H 0.324 -4.685 -2.665 0.3 0.4 0.4 0.34
H -0.021 -3.046 -2.058 0.3 -0.4 0.2 0.20
H 1.678 -3.628 -2.104 -0.5 -0.2 0.0 0.33
H -0.682 -7.009 -0.323 0.5 0.2 0.0 0.28
H -2.941 -7.611 0.006 0.0 0.0 0.0 0.39
H -4.620 -6.032 0.281 -0.3 0.6 0.1 0.29
H -4.917 -2.489 0.422 1.2 1.4 -0.1 0.29
H -6.016 -4.897 -0.917 0.2 0.4 0.0 0.31
H -6.758 -3.307 -0.605 0.7 -0.3 0.0 0.39
H -5.368 -3.427 -1.732 -0.3 -0.3 0.5 0.32
H -4.766 -3.566 2.565 -0.4 -0.3 -0.4 0.33
H -6.411 -3.383 1.872 0.7 -0.2 -0.2 0.40
H -5.631 -4.984 1.868 0.2 0.4 0.0 0.30
```
Forces are in eV/Å.

Summary:
LUMO energy (alpha / beta): 0.79 / -2.09 eV
2S+1: 3
maximum force: 6.1 eV/A
gap between HOMO and LUMO (alpha / beta): 5.6 / 5.5 eV
ΔE to the lowest compared entry with this formula, charge and spin: 0.0 kJ/mol

DFT (ωB97M-V/def2-TZVPD) results for a molecular structure, C27H49Cl2N5OSbTi in a non-equilibrium geometry.

XYZ file:
```
86
Properties=species:S:1:pos:R:3:forces:R:3:mulliken_charge:R:1
Ti 15.727 6.469 11.313 1.1 -0.7 -0.1 -0.04
N 14.655 8.321 11.486 -0.7 -0.4 -2.0 -0.26
C 15.295 9.177 12.459 -0.1 1.0 2.2 -0.92
C 16.562 8.569 13.106 -0.2 0.5 -1.1 -0.93
N 16.326 7.126 13.259 1.4 -0.9 1.2 0.50
C 15.305 6.873 14.264 -2.2 0.2 1.8 -0.65
C 14.477 5.555 14.021 -1.4 1.3 -0.9 -0.81
N 14.189 5.453 12.475 0.4 0.8 2.0 -0.37
C 17.579 6.383 13.731 -0.2 -1.2 0.5 -0.68
C 18.166 5.447 12.669 2.0 0.0 -1.8 -0.52
N 17.130 4.819 11.724 -0.6 1.1 2.3 -0.40
H 14.728 8.788 10.572 -0.4 -0.4 0.3 0.34
H 13.674 8.038 11.620 0.4 1.2 0.2 0.26
H 14.538 9.417 13.232 0.6 -0.1 -0.3 0.44
H 15.612 10.147 12.097 -0.3 0.1 -0.6 0.44
H 16.723 9.081 14.032 0.1 0.1 0.9 0.56
H 17.474 8.762 12.501 -0.7 -0.4 0.2 0.48
H 14.533 7.707 14.377 1.1 -0.9 -0.8 0.34
H 15.768 6.898 15.278 -0.4 -0.4 -0.6 0.57
H 13.458 5.659 14.511 1.4 -0.1 -0.3 0.43
H 14.896 4.630 14.383 0.5 -0.2 -0.1 0.32
H 13.360 6.022 12.313 -0.2 -0.6 0.0 0.26
H 14.010 4.499 12.227 -0.5 -0.5 -0.1 0.30
H 17.317 5.698 14.602 0.1 1.3 -0.8 0.42
H 18.372 7.101 14.045 -0.7 -0.5 -0.1 0.32
H 18.783 4.612 13.142 -0.7 1.3 -0.5 0.45
H 18.878 6.114 12.020 -1.3 -1.6 0.9 0.26
H 16.675 4.021 12.153 0.2 -0.1 0.4 0.27
H 17.501 4.450 10.888 1.0 -0.2 -1.1 0.30
Cl 18.637 9.600 9.369 1.0 0.9 0.3 -0.17
C 17.690 8.562 8.471 -1.6 -0.7 -0.3 0.40
C 17.451 8.693 7.096 -1.3 -0.5 -0.3 -0.60
C 16.544 7.809 6.479 1.4 0.6 0.7 0.78
Cl 16.440 8.011 4.809 -0.5 -0.1 -1.1 -0.19
C 15.840 6.758 7.148 0.4 0.9 0.9 -0.42
C 15.008 5.802 6.519 0.5 -0.9 1.6 -0.54
C 14.379 4.856 7.355 -0.7 0.7 -2.3 -0.88
C 14.617 4.820 8.704 1.4 1.4 0.7 -0.19
N 15.456 5.677 9.356 -0.8 1.1 -1.6 0.12
C 16.012 6.756 8.592 -0.2 -2.2 -1.9 0.73
C 16.944 7.643 9.181 -0.7 -0.8 1.0 -0.15
O 17.016 7.527 10.532 0.9 0.2 -0.6 -0.28
H 17.812 9.561 6.526 0.2 -0.7 0.3 0.43
H 15.027 5.694 5.441 -0.5 0.3 0.1 0.44
H 13.605 4.188 6.927 0.9 0.2 0.3 0.38
H 14.155 4.012 9.230 -0.1 -0.2 0.8 0.44
C 7.200 12.230 6.959 -1.1 0.0 -1.5 -1.61
C 8.523 11.785 7.544 0.5 0.0 1.9 1.22
C 8.890 10.366 7.153 -1.1 -0.7 0.3 -1.51
C 9.641 12.753 7.142 0.9 -0.8 0.5 -1.47
Sb 8.223 12.043 9.845 0.0 2.8 0.9 0.66
C 9.994 11.552 11.227 -0.8 -0.5 0.5 1.23
C 10.182 10.029 10.933 2.2 1.8 2.2 -1.19
C 11.173 12.432 10.796 -0.8 -0.1 -2.2 -1.31
C 9.720 11.858 12.735 -0.9 -1.2 -0.2 -1.71
C 6.411 11.143 10.866 1.8 2.3 0.4 1.12
C 5.332 12.180 10.474 0.1 0.7 1.7 -1.47
C 6.652 11.144 12.444 -0.8 0.3 -1.4 -1.62
C 6.112 9.824 10.294 -2.0 0.0 0.1 -1.46
H 7.333 12.034 5.866 -0.2 0.5 0.4 0.44
H 6.836 13.293 7.069 1.0 -1.0 0.2 0.33
H 6.314 11.603 7.170 0.5 0.0 0.4 0.33
H 8.826 10.290 6.048 0.2 -0.3 0.4 0.50
H 8.141 9.668 7.624 0.7 0.4 -0.8 0.25
H 9.879 10.046 7.521 -0.3 0.3 -0.3 0.28
H 9.882 12.507 6.105 -0.1 0.4 -0.3 0.46
H 10.609 12.549 7.678 -0.9 0.2 -0.2 0.23
H 9.404 13.808 7.257 -0.1 -0.1 0.0 0.35
H 10.152 9.939 9.878 0.4 -0.9 -0.9 0.31
H 9.540 9.360 11.460 -1.2 -0.2 0.0 0.36
H 11.163 9.780 11.441 0.0 -0.2 -1.0 0.05
H 11.335 12.235 9.696 -0.3 0.7 0.7 0.27
H 12.148 12.126 11.166 0.1 0.1 1.0 0.30
H 10.926 13.519 10.975 0.6 -1.2 -0.3 0.34
H 9.164 11.002 13.182 0.3 0.8 -0.2 0.32
H 9.161 12.776 12.954 0.0 -0.2 -0.4 0.34
H 10.615 11.958 13.343 0.6 -0.1 -0.3 0.40
H 5.413 13.132 11.088 0.1 -1.1 -0.8 0.32
H 4.377 11.747 10.755 -0.5 -0.1 0.0 0.49
H 5.257 12.462 9.429 0.3 -0.2 -0.2 0.31
H 6.936 12.108 12.914 -0.1 -0.4 -0.7 0.30
H 7.371 10.383 12.765 -0.5 0.0 -0.2 0.25
H 5.638 10.939 12.798 0.1 -0.3 0.5 0.54
H 5.963 9.953 9.218 -0.5 -0.3 0.1 0.28
H 5.226 9.407 10.844 0.4 0.0 -0.9 0.43
H 6.922 9.184 10.398 1.4 -1.5 0.4 0.36
```
Forces are in eV/Å.

Summary:
LUMO energy (alpha / beta): -6.57 / -6.60 eV
net charge: +2
2S+1: 2
maximum force: 3.6 eV/A
gap between HOMO and LUMO (alpha / beta): 3.2 / 3.2 eV
ΔE to the lowest compared entry with this formula, charge and spin: 40.8 kJ/mol

DFT (ωB97M-V/def2-TZVPD) results for a molecular structure, C27H49CrNP2 in a non-equilibrium geometry.

XYZ file:
```
80
Properties=species:S:1:pos:R:3:forces:R:3:mulliken_charge:R:1
P -0.124 -1.232 -3.222 0.4 1.5 0.8 1.86
P 0.246 1.598 -5.254 2.3 0.9 -2.5 1.42
C -0.858 -0.952 -4.943 -0.4 -0.4 0.5 -1.76
C -0.085 -0.050 -5.897 -0.3 -0.2 0.1 -1.13
H -1.909 -0.650 -4.865 0.2 0.1 0.0 0.37
H -0.868 -1.975 -5.350 -0.1 0.3 -0.2 0.80
H 0.882 -0.502 -6.155 -0.1 0.2 0.2 0.41
H -0.627 0.082 -6.846 0.1 0.0 0.2 0.54
C -1.138 2.720 -5.685 -0.8 0.5 0.0 -1.29
H -1.178 3.604 -5.034 0.3 -0.3 -0.2 0.35
H -2.126 2.231 -5.600 0.6 0.0 0.0 0.42
H -1.002 3.060 -6.723 0.1 -0.2 0.3 0.46
C 1.483 2.256 -6.422 -0.2 -0.1 -0.8 -1.59
H 1.028 2.467 -7.390 0.3 0.0 -0.1 0.55
H 2.278 1.507 -6.513 -0.2 0.3 -0.2 0.46
H 1.922 3.169 -6.003 -0.2 -0.2 -0.2 0.44
C -1.482 -2.423 -2.778 -0.8 -3.5 -1.9 -1.50
H -1.361 -2.946 -1.774 -0.1 -0.3 -0.8 0.41
H -1.349 -3.261 -3.472 -0.7 -0.5 0.2 0.53
H -2.498 -1.997 -2.876 0.3 -0.1 -0.3 0.34
C 1.297 -2.232 -3.802 -0.2 -0.8 -0.1 -1.60
H 2.125 -1.600 -4.164 -0.4 -0.1 0.3 0.30
H 0.984 -2.894 -4.629 0.2 0.1 0.2 0.41
H 1.648 -2.858 -2.975 0.1 0.1 -0.2 0.35
Cr -1.317 -1.391 -0.968 1.3 1.6 1.7 -0.72
C 0.426 4.054 -2.277 -1.2 -0.4 0.2 -0.32
C -0.819 3.630 -2.583 0.1 0.9 -0.7 -0.81
C -1.231 2.206 -2.754 -0.3 -0.7 -0.5 -0.73
C -0.346 1.175 -2.112 1.1 0.3 0.4 1.45
C 0.878 0.604 -2.899 -0.4 -0.1 0.1 -1.62
C 1.545 1.434 -3.987 -1.7 0.2 3.0 0.34
C 2.204 2.706 -3.412 0.5 0.5 0.3 -1.06
C 1.659 3.225 -2.062 0.3 0.1 -0.1 -0.29
C -0.033 -2.518 0.154 -0.1 -0.7 0.2 -1.34
H 0.614 5.108 -2.143 -0.3 0.3 -0.2 0.47
H -1.641 4.364 -2.783 0.9 -0.4 0.4 0.40
H -1.276 1.836 -3.819 -0.5 0.7 1.1 -0.41
H -2.291 2.076 -2.425 0.7 0.1 0.0 0.56
H -0.025 1.506 -1.131 -0.3 -0.2 -0.2 -0.90
H -1.095 0.354 -1.896 1.1 0.8 -0.5 -0.33
H 1.668 0.251 -2.207 -0.5 0.1 -0.1 0.80
H 2.330 0.827 -4.468 -0.5 0.1 -0.3 1.03
H 2.179 3.546 -4.116 0.3 -0.1 0.1 0.12
H 3.246 2.433 -3.204 0.0 0.1 -0.4 0.45
H 1.536 2.389 -1.362 0.0 0.4 -0.2 -0.07
H 2.405 3.899 -1.603 -0.1 -0.4 -0.4 0.59
H 0.883 -1.914 0.243 -0.1 -0.3 0.0 0.23
H 0.190 -3.520 -0.246 0.2 0.1 0.3 0.55
H -0.533 -2.594 1.136 0.4 -0.2 -0.2 0.14
C 2.190 0.307 4.011 0.2 -0.3 0.3 -1.73
C 1.353 0.914 2.921 -0.1 0.4 -0.3 0.37
C 1.393 2.306 2.783 -0.3 0.0 -0.1 -0.78
C 0.624 2.950 1.810 -0.1 -0.4 0.1 0.40
C 0.642 4.456 1.726 0.1 0.4 0.0 -1.76
C -0.203 2.178 0.984 0.4 0.0 0.5 0.23
C -0.319 0.771 1.131 -0.1 0.5 0.1 -0.94
C 0.515 0.160 2.089 0.2 0.2 0.1 -0.36
N -1.312 0.071 0.418 0.2 0.0 0.1 1.21
C -2.654 0.239 0.967 1.0 0.3 0.4 1.93
C -2.665 -0.083 2.468 -0.4 -0.3 0.3 -1.73
C -3.146 1.686 0.856 -0.7 0.2 -0.1 -1.47
C -3.525 -0.740 0.181 -0.3 0.2 0.2 -1.84
H 3.179 0.788 4.062 -0.3 -0.2 -0.1 0.39
H 1.726 0.452 4.999 0.0 -0.1 -0.3 0.31
H 2.337 -0.769 3.873 0.0 0.1 0.0 0.37
H 1.998 2.907 3.472 -0.1 -0.2 -0.3 0.36
H -0.039 4.900 2.476 0.2 -0.2 -0.3 0.36
H 1.649 4.848 1.947 -0.3 -0.1 -0.1 0.41
H 0.336 4.827 0.734 0.1 -0.2 0.3 0.24
H -0.805 2.690 0.237 0.1 -0.1 0.2 0.40
H 0.481 -0.920 2.196 -0.1 0.2 0.1 0.34
H -2.089 0.665 3.034 -0.1 -0.3 -0.2 0.32
H -3.695 -0.044 2.853 0.1 -0.1 0.0 0.51
H -2.239 -1.079 2.662 -0.1 0.3 0.0 0.33
H -3.072 2.062 -0.177 0.0 -0.1 0.3 0.11
H -4.194 1.744 1.184 0.0 0.1 -0.1 0.50
H -2.577 2.345 1.529 -0.2 -0.3 -0.3 0.32
H -4.489 -0.846 0.685 0.0 -0.3 -0.2 0.54
H -3.715 -0.353 -0.829 0.0 0.0 0.0 0.19
H -3.027 -1.747 0.111 -0.7 0.5 0.4 0.39
```
Forces are in eV/Å.

Summary:
LUMO energy (alpha / beta): -0.12 / -0.15 eV
2S+1: 5
maximum force: 4.1 eV/A
gap between HOMO and LUMO (alpha / beta): 4.0 / 4.8 eV
ΔE to the lowest compared entry with this formula, charge and spin: 468.1 kJ/mol